103
Properties=species:S:1:pos:R:3:forces:R:3 method="wB97M-V/def2-TZVPD" homo_lumo_gap_ev=6.169 charge=+2 e_tot_ha=-4480.5100
Ba 31.469693 -25.467167 2.463105 -0.1221 -0.3286 0.7189
Ba 29.673905 -34.614858 2.814820 0.5754 2.5691 -0.2292
C 31.467399 -30.123112 3.605563 -0.1722 1.4342 -1.0627
C 30.849685 -31.224134 3.062538 0.2580 -0.3418 2.2134
C 29.903900 -31.063684 1.885535 -0.0362 -0.6273 -1.5569
O 29.296204 -32.044224 1.331560 0.8046 -1.2111 2.0338
C 29.782295 -29.818597 1.289151 0.2592 0.7060 0.3018
C 30.434379 -28.667243 1.769335 0.0685 -0.5272 0.2569
C 31.347388 -28.809900 3.028539 -0.1126 -1.7548 0.6786
O 31.902532 -27.840536 3.563105 -0.3896 0.5937 -0.7599
O 30.329594 -27.524402 1.288946 0.1600 0.5636 -0.1807
O 31.000740 -32.328596 3.725008 -1.4218 -1.5892 -1.7788
H 32.015198 -30.187197 4.533217 0.1315 -0.2916 -0.0516
H 29.152478 -29.808892 0.410709 -0.0274 0.3192 0.0191
C 29.382952 -27.362587 -1.965332 0.3170 0.0657 -0.2293
N 28.483914 -28.519786 -1.746691 -0.5732 0.0830 0.0119
O 27.480299 -28.303437 -1.085695 0.2697 -0.0293 -0.0167
O 28.786876 -29.592576 -2.215751 0.1445 0.0343 0.0702
H 28.781580 -26.514050 -2.275689 -0.0984 -0.0327 0.0937
H 30.104003 -27.622120 -2.733396 -0.0174 -0.0939 0.0350
H 29.867958 -27.177693 -1.009065 -0.0339 0.0216 0.0426
C 27.384144 -24.561071 0.101723 0.3840 0.0396 -0.7208
O 27.214102 -23.946279 1.373050 0.3240 0.0910 0.7899
P 27.460455 -24.772794 2.706610 -1.8146 0.4575 -0.6316
O 28.840116 -25.276083 2.874777 0.6732 -0.1244 -0.1106
O 26.973570 -23.759239 3.789407 0.3357 0.0439 -0.3337
C 27.577928 -23.717686 5.103786 -0.1911 -0.3590 0.1725
O 26.332271 -25.899555 2.662163 1.0893 0.2473 0.2264
C 26.673085 -27.205241 2.182760 0.2032 -1.1449 -0.1071
H 26.435273 -24.634566 -0.426186 -0.1256 -0.1642 0.2823
H 27.873956 -25.536224 0.160514 -0.1975 -0.0838 0.1025
H 28.022516 -23.916423 -0.508040 -0.0093 0.0612 0.1744
H 28.505485 -24.283665 5.104938 0.0015 0.0111 0.1089
H 26.858263 -24.158436 5.791234 0.1213 -0.0379 0.0622
H 27.766692 -22.690312 5.400724 -0.0859 0.0991 -0.3091
H 27.740027 -27.358859 1.999770 0.0193 0.4522 0.0063
H 26.155693 -27.434498 1.253638 -0.1891 0.2588 0.0354
H 26.407787 -27.951196 2.932489 -0.2743 0.2136 0.0745
C 29.070391 -25.833559 8.359712 -0.6678 -0.5565 0.5831
O 29.567128 -25.458981 7.063587 1.1786 0.4002 -0.1507
P 31.111111 -25.600274 6.741952 -1.2504 -0.6146 1.1607
O 31.416843 -25.168305 5.365815 0.3638 -0.1997 -0.4622
O 31.820850 -24.798538 7.911026 -0.1933 -0.0588 -0.5335
C 33.230710 -24.922193 8.099553 0.7751 -0.3824 -0.0239
O 31.343408 -27.136408 7.115753 0.1019 0.7581 -0.5447
C 32.482644 -27.866614 6.705481 0.5370 -1.1645 -0.0756
H 28.210357 -25.203686 8.575782 0.0256 0.0204 -0.1467
H 29.779171 -25.725187 9.180192 0.2977 0.2447 -0.3267
H 28.771252 -26.882537 8.328699 -0.0013 0.1002 -0.0934
H 33.763017 -25.113444 7.163968 -0.1465 0.4058 -0.1552
H 33.506419 -25.768379 8.733354 -0.4896 0.0446 0.2330
H 33.590946 -24.011362 8.563716 -0.0467 0.0880 -0.0864
H 33.119843 -27.347855 5.990253 -0.1246 0.1930 0.0808
H 32.167510 -28.802086 6.233780 -0.2972 0.2961 -0.1214
H 33.060392 -28.205480 7.570209 -0.0158 0.4867 0.1218
C 28.733912 -28.212698 4.776139 0.3968 0.7963 0.3377
O 27.535677 -28.620967 5.432545 -0.1004 -0.8002 0.7169
P 27.637534 -29.444517 6.810728 -0.6789 0.8508 -0.3920
O 28.849642 -29.145864 7.577479 0.0627 -0.2567 -0.0101
O 27.454378 -30.988948 6.433358 0.2006 0.2068 -0.1368
C 28.617081 -31.672967 5.981733 0.2367 -0.6261 0.1917
O 26.235090 -29.087355 7.437952 0.6158 -0.1790 -0.3674
C 25.703858 -29.845920 8.539325 -0.4285 0.0466 0.0634
H 29.018052 -28.893355 3.973608 -0.3651 -0.0222 -0.0161
H 29.570767 -28.129251 5.476094 -0.1136 -0.1843 0.0774
H 28.545429 -27.202327 4.409741 0.0646 -0.2012 -0.2730
H 28.338118 -32.316627 5.141264 -0.1415 0.2198 -0.1086
H 28.989498 -32.326087 6.772936 -0.0076 0.1117 0.0956
H 29.437307 -31.023890 5.678675 -0.1189 0.1560 -0.0619
H 26.183836 -30.817413 8.626554 0.0258 0.0039 0.0329
H 24.643554 -29.973521 8.333605 0.0382 -0.1155 -0.0279
H 25.794510 -29.280607 9.463616 0.2466 0.0372 -0.0425
C 34.072993 -29.901509 0.969603 -0.4015 0.4154 0.0902
O 33.923636 -28.834271 -0.002821 0.4783 0.6951 0.1536
P 34.471393 -27.378750 0.324284 1.3066 -0.8295 -0.8141
O 33.593341 -26.552380 1.179154 -0.3537 0.2928 0.2523
O 35.937500 -27.647621 0.889827 -1.2853 0.1589 -0.0803
C 36.558383 -26.729235 1.787663 0.0366 0.7277 0.6598
O 34.798704 -26.738162 -1.080272 -0.3071 -0.3723 0.4078
C 33.778122 -26.375381 -2.017948 -0.3191 0.3198 -0.0938
H 33.064929 -30.212296 1.232724 0.0698 -0.1881 0.0237
H 34.577980 -29.525784 1.857827 0.0417 -0.1537 0.0271
H 34.638353 -30.715224 0.527011 0.0239 0.0659 -0.1126
H 37.058154 -27.304708 2.563617 0.2967 -0.0163 -0.2758
H 35.850910 -26.076840 2.311099 -0.2761 -0.2812 -0.2250
H 37.223842 -26.055238 1.249543 0.2388 -0.3685 -0.0513
H 33.832018 -25.298776 -2.170953 0.0417 -0.0345 -0.0379
H 32.776731 -26.624650 -1.660551 0.0647 -0.0871 0.0819
H 33.950731 -26.885211 -2.961786 0.1357 -0.0753 0.0742
C 35.211395 -29.129886 4.893265 -0.6853 0.4059 0.2643
C 34.993080 -30.249102 5.905828 0.4034 0.2272 0.1228
O 35.459515 -31.504741 5.399735 -0.0894 -0.8770 -0.5004
C 36.787618 -31.658190 5.344645 -0.9336 0.8349 0.7729
O 37.546436 -30.825997 5.732846 0.7635 -0.1204 -0.2340
C 37.204752 -33.053466 4.856990 -0.0206 0.3620 0.2329
F 37.598721 -33.755113 5.912873 0.0685 -0.2819 0.2327
F 36.203339 -33.697011 4.267305 -0.2339 -0.2202 -0.2332
F 38.212739 -32.950700 4.011688 0.2834 -0.0153 -0.3462
H 36.100558 -29.236646 4.279341 0.0726 -0.2351 0.0990
H 35.300222 -28.176085 5.418947 0.0785 -0.0385 0.0137
H 34.323223 -29.042553 4.263566 0.1289 -0.0255 -0.2172
H 33.937739 -30.411211 6.113485 -0.0241 -0.0410 -0.1307
H 35.479536 -30.051749 6.862144 0.1688 0.0267 -0.1272